C3H3NO2 | ωB97M-V/def2-TZVPD

Structure (XYZ):
```
9
Properties=species:S:1:pos:R:3:forces:R:3:nbo_charge:R:1
C 1.154 -0.259 0.024 2.45 5.64 -0.93 0.708
C 0.031 -1.057 0.112 -1.28 2.02 0.34 -0.537
O -1.103 0.977 0.073 -0.75 -0.92 -0.47 -0.271
H -2.109 -0.666 0.291 -3.42 -1.49 0.42 0.195
O 2.346 -0.055 -0.070 -3.13 -1.84 0.45 -0.518
H 0.461 2.074 -0.655 -0.90 0.14 -0.73 0.363
C -1.168 -0.353 0.189 4.89 2.24 -0.91 0.288
N 0.204 1.398 0.046 2.40 -3.31 1.75 -0.479
H 0.184 -2.060 -0.011 -0.26 -2.49 0.08 0.252
```
Forces are in eV/Å.

Summary:
HOMO level, Eh: -0.327
Gap between HOMO and LUMO, hartree: 0.33216
E_tot, Ha: -321.21960
Total charge: 0